DFT (wB97M-V/def2-TZVPD) results for a cluster of 11 separate species, H22O11 in total in a non-equilibrium geometry.

Geometry as XYZ:
```
33
Properties=species:S:1:pos:R:3
O -1.99871 2.83259 3.44802
O -2.17964 -0.33715 -3.44712
O 1.88827 3.65563 -2.39869
O 0.53123 -3.59648 1.48775
O 0.22320 -1.41251 -0.69395
O 0.23384 1.24491 -4.27520
O 2.64269 -1.51505 2.79587
O -0.94967 -3.49477 -3.13103
O -1.14835 -0.75540 3.79516
O -2.86067 1.20867 -0.02254
O 3.24046 3.36696 1.52961
H -0.23256 -1.25749 0.06897
H -0.25218 -4.11974 1.51339
H -2.59337 -1.16709 -3.97486
H 0.44054 -2.95931 2.15690
H -0.40851 -3.02333 -2.43349
H 2.49998 3.96974 -1.65400
H 3.48361 3.36640 2.44128
H -0.41488 -4.21523 -3.36497
H 2.10551 -2.19104 2.35604
H 0.85447 -0.79204 -0.57654
H -1.60928 -1.03971 2.97856
H 3.04916 -1.96543 3.47974
H -3.69978 0.88919 -0.54185
H -2.27044 -0.61293 -2.52555
H -0.75371 0.08578 3.72519
H 1.11786 1.14451 -4.79602
H 3.59368 2.50135 1.43840
H -2.57010 2.46581 2.81457
H -2.15045 0.58699 -0.18794
H -2.00058 2.20428 4.25817
H 1.76462 2.73314 -2.16764
H 0.42374 2.19874 -4.09626
```

Net charge: -1
Highest occupied orbital energy (spin up / spin down): 0.0 / -8.0 eV
Spin multiplicity: 2
<S²>: 0.751



DFT (wB97M-V/def2-TZVPD) results for a cluster of 2 separate species, C4H9BN2 in total in a non-equilibrium geometry.

Geometry as XYZ:
```
16
Properties=species:S:1:pos:R:3
N -1.57736 -0.53402 0.40517
N 1.48665 0.00187 -0.09615
C -2.51358 -0.66798 -0.62034
C 1.96072 -0.34820 1.18483
C -2.42278 0.66106 0.14101
C 2.90187 0.13190 0.12176
B 0.47237 0.06240 -0.93259
H 1.97657 -1.47058 1.36618
H 3.56589 -0.56012 -0.38764
H 1.69782 0.42846 2.02351
H -2.00151 1.59376 -0.32560
H -3.50607 -1.14291 -0.66028
H 3.25918 1.18063 0.29738
H -3.19535 0.96526 0.95944
H -2.08643 -0.68045 -1.62315
H -0.01798 0.37890 -1.85350
```

Net charge: 0
Highest occupied orbital energy (spin up / spin down): -7.0 / -7.0 eV



DFT (wB97M-V/def2-TZVPD) results for a cluster of 3 separate species, C5H15NO3 in total in a non-equilibrium geometry.

Geometry as XYZ:
```
24
Properties=species:S:1:pos:R:3
O 0.24215 0.36856 -1.25942
O -1.07352 0.42814 1.97676
O -1.90476 -0.33079 -0.05878
N -3.33828 0.41588 1.63990
C 0.16686 0.84840 1.61569
C -2.10383 0.58667 0.94235
C 2.70117 -0.62467 -0.17169
C 0.41482 0.05505 -2.59504
C 1.29721 -1.06830 0.05268
H -4.10487 0.56306 0.99388
H 3.34619 -1.51200 -0.14623
H 0.20998 1.80510 1.08563
H 3.04589 0.04891 0.61534
H 0.63348 0.12318 0.79629
H -0.53363 0.06650 -3.15390
H 0.85517 0.75910 2.45485
H 1.10533 -1.56571 1.00201
H 1.12299 0.73135 -3.09745
H -3.39550 -0.54213 1.97193
H 0.82047 -1.64335 -0.72647
H 2.81162 -0.13679 -1.13584
H -2.03038 1.61955 0.57103
H -1.11832 -0.02629 -0.64145
H 0.82976 -0.96940 -2.73206
```

Net charge: 0
Highest occupied orbital energy (spin up / spin down): -8.8 / -8.8 eV



DFT (wB97M-V/def2-TZVPD) results for a cluster of 2 separate species, H5N2P in total in a non-equilibrium geometry.

Geometry as XYZ:
```
8
Properties=species:S:1:pos:R:3
P -1.93486 -0.17481 -0.07501
N 0.60740 -0.75469 0.44368
N 1.49245 -0.14380 -0.44357
H 1.99713 0.74745 -0.15141
H 0.14199 -1.43022 -0.12054
H 1.32477 -0.15540 -1.53005
H -1.89689 -0.74385 -1.44285
H -2.35333 -1.35407 0.57258
```

Net charge: 0
Highest occupied orbital energy (spin up / spin down): -8.2 / -8.1 eV



Energy above the lowest of the compared OMol25 structures with the same formula, charge and spin list, top to bottom, in kcal/mol: 78.21 138.26 128.87 88.43